Record 1
14
Properties=species:S:1:pos:R:3:nbo_charge:R:1 method="wB97M-V/def2-TZVPD" total_energy_ha=-266.13154 charge=+1
C -1.0679 -1.0023 0.9021 0.56
N -1.5954 -0.5224 -0.2133 -0.56
C -0.9104 0.2230 -1.2656 -0.43
O 0.1259 -0.9472 1.2441 -0.68
H -1.7566 -1.5391 1.5557 0.17
H -2.5657 -0.7458 -0.3522 0.42
H -0.6446 1.2078 -0.8908 0.20
H -1.6064 0.3201 -2.0928 0.25
H -0.0756 -0.3755 -1.6322 0.21
N 2.0309 0.6797 0.5570 -0.91
H 1.2186 -0.0534 0.7508 0.47
H 2.7044 0.2810 -0.0916 0.44
H 1.5705 1.4921 0.1639 0.43
H 2.5722 0.9822 1.3650 0.44


Record 2
83
Properties=species:S:1:pos:R:3:mulliken_charge:R:1 method="wB97M-V/def2-TZVPD" total_energy_ha=-2519.86218
O -0.6901 -1.8063 -0.9873 0.40
O -1.9508 -0.4536 -2.7522 0.44
C 0.4429 -2.6727 -1.0574 -0.18
C 0.7481 -3.4765 0.1806 -1.44
H 1.2846 -2.0031 -1.3193 0.13
H 0.2771 -3.3401 -1.9204 0.29
H 0.8557 -2.8189 1.0464 0.17
H 1.6846 -3.9976 0.0075 0.44
H -0.0068 -4.2294 0.4016 0.32
C -1.8443 -2.1906 -0.2103 0.20
C -2.5647 -3.3300 -0.8768 -1.10
H -2.4677 -1.2844 -0.1750 -0.39
H -1.5334 -2.4190 0.8236 0.41
H -2.8843 -3.0632 -1.9020 -0.05
H -3.4750 -3.5795 -0.3290 0.42
H -1.9219 -4.2194 -0.9146 0.31
C -2.9970 0.5110 -2.8408 -0.40
C -1.6949 -1.3067 -3.8633 -0.32
C -4.1489 0.1424 -1.9366 -1.32
H -3.3346 0.6513 -3.8830 0.47
H -2.5272 1.4431 -2.4976 0.18
H -4.5974 -0.8007 -2.2643 0.30
H -4.8961 0.9394 -1.9783 0.47
H -3.8317 0.0330 -0.8945 0.19
C -2.9244 -1.9939 -4.3968 -1.39
H -0.9753 -2.0456 -3.4799 0.01
H -1.1876 -0.7240 -4.6516 0.32
H -3.4183 -2.5859 -3.6241 0.23
H -2.6115 -2.6743 -5.1916 0.43
H -3.6377 -1.2788 -4.8108 0.35
H -0.6341 0.0411 -1.4234 -0.36
Ca 0.5639 1.0618 1.4739 1.77
C 0.0542 0.9467 -1.2124 2.03
Si 0.7515 1.6029 -2.8697 0.25
H -0.4786 1.7444 -0.6590 0.59
H 0.9265 0.5384 -0.6503 -2.02
C 1.5389 0.1243 -3.7266 -1.02
C 2.0891 2.8760 -2.5136 -0.78
C -0.4439 2.4541 -4.0597 -1.13
C 2.8250 0.2248 0.5650 -1.19
Si 3.7203 1.4353 1.6601 0.50
H 3.0871 0.2997 -0.4999 0.32
H 2.8988 -0.8416 0.8270 0.26
C 4.4547 2.8487 0.6527 -1.22
C 5.0609 0.6175 2.6919 -1.17
C 2.5102 2.2908 2.8711 -1.56
H 0.1263 2.9864 -4.8439 0.39
H -1.0608 3.2036 -3.5405 0.36
H -1.1258 1.7564 -4.5698 0.21
H 2.3812 -0.2521 -3.1338 0.33
H 1.9275 0.3840 -4.7202 0.41
H 0.8448 -0.7122 -3.8663 0.27
H 2.6350 2.6256 -1.5969 -0.17
H 1.6380 3.8684 -2.3776 0.31
H 2.8122 2.9436 -3.3367 0.38
H 5.5567 -0.1754 2.1178 0.37
H 4.6541 0.1729 3.6094 0.33
H 5.8255 1.3483 2.9866 0.36
H 1.8933 1.6070 3.4871 0.59
H 1.8455 3.0242 2.3711 0.46
H 3.1075 2.8751 3.5851 0.42
H 5.3292 3.2647 1.1699 0.34
H 3.7323 3.6664 0.5200 0.29
H 4.7776 2.5151 -0.3395 0.34
B -1.9301 -0.9885 3.7237 -0.01
N -0.4092 -1.1439 4.0506 -0.57
C 0.1068 -1.6181 5.2005 -0.17
C 1.4925 -1.6427 5.0960 -1.20
C 1.7709 -1.1418 3.8110 -0.47
N 0.6228 -0.7626 3.1911 0.84
N -2.2157 0.5470 3.5117 -0.07
C -3.0892 1.3503 4.1533 -0.21
C -2.9185 2.6645 3.6973 -1.02
C -1.8825 2.5941 2.7491 -0.33
N -1.4368 1.3130 2.6462 -0.07
H -2.5360 -1.3022 4.7362 -0.16
H -2.3159 -1.6637 2.8085 -0.18
H -0.5203 -1.9081 6.0353 0.42
H 2.2108 -1.9510 5.8365 0.43
H 2.7532 -1.0466 3.3508 0.42
H -3.7816 0.9674 4.8942 0.42
H -3.4555 3.5472 4.0078 0.37
H -1.4614 3.3925 2.1488 0.44


Record 3
26
Properties=species:S:1:pos:R:3:nbo_charge:R:1 method="wB97M-V/def2-TZVPD" total_energy_ha=-716.80793
C 3.7331 0.1573 0.1837 -0.22
C 3.0421 1.3435 0.2207 -0.20
C 3.0249 -0.9777 -0.1182 -0.20
C 1.6778 1.3158 0.0150 -0.21
C 1.6154 -1.0744 -0.2769 -0.20
C 0.9699 0.1556 -0.2451 -0.49
C -1.5054 2.9291 -0.6967 -0.36
C -2.9297 -1.3464 -1.3308 -0.34
C -1.9552 1.7496 -0.3186 -0.69
C -1.6371 -1.3082 -0.9576 -0.70
C -1.3448 -2.1512 2.2467 -0.52
Si -0.8710 0.2359 -0.3903 1.36
H 4.8395 0.1995 0.3925 0.22
H 3.6647 2.1451 0.5207 0.21
H 3.6799 -1.9118 0.0338 0.21
H 0.9922 2.2009 0.0535 0.21
H 1.0034 -1.9304 -0.4758 0.22
H -2.2409 3.7152 -0.5681 0.19
H -0.4519 3.2145 -1.0008 0.20
H -3.5588 -2.1899 -1.4880 0.19
H -3.5441 -0.4875 -1.5400 0.18
H -3.0205 1.7740 0.1075 0.25
H -1.2187 -2.1619 -0.6735 0.21
H -2.2908 -1.8927 1.7260 0.17
H -0.4148 -2.3066 1.6528 0.16
H -1.2591 -1.3972 2.9279 0.15


Record 4
18
Properties=species:S:1:pos:R:3:nbo_charge:R:1 method="wB97M-V/def2-TZVPD" total_energy_ha=-364.21116 smiles="C[C@@H](N)CC=O.O"
C 0.3114 0.8974 1.1772 -0.64
C -0.7606 0.6986 0.1258 -0.03
C -0.1252 1.0060 -1.2640 -0.51
C -1.1886 1.2690 -2.3056 0.45
O -1.4832 0.5074 -3.1896 -0.53
N -2.0026 1.4859 0.3159 -0.84
H 0.7822 1.8631 1.2220 0.21
H 1.0029 0.0737 0.9994 0.22
H -0.0106 0.5554 2.1766 0.21
H -1.0105 -0.3559 0.0847 0.18
H 0.5787 0.2146 -1.5073 0.23
H 0.3893 1.9845 -1.1807 0.21
H -1.6955 2.2423 -2.2050 0.12
H -2.6836 0.8315 0.6713 0.36
H -1.8662 2.0888 1.1123 0.35
H 2.5517 -4.9284 1.5280 0.47
H 3.7148 -5.6252 0.8772 0.47
O 3.4956 -4.8085 1.3618 -0.93


Record 5
10
Properties=species:S:1:pos:R:3:nbo_charge:R:1 method="wB97M-V/def2-TZVPD" total_energy_ha=-297.58383 smiles=Cn1ncnn1
C -1.5543 0.0133 -0.0062 -0.41
N -0.1317 0.0037 -0.2466 0.00
N 0.6250 0.7126 0.5537 -0.26
C 1.8213 0.2594 0.2528 0.09
N 1.7976 -0.6650 -0.7344 -0.27
N 0.5340 -0.8213 -1.0322 -0.04
H -1.6973 -0.0678 1.0754 0.23
H -2.0023 -0.8361 -0.5137 0.23
H -1.9529 0.9641 -0.3552 0.22
H 2.5606 0.4373 1.0065 0.21


Record 6
58
Properties=species:S:1:pos:R:3:nbo_charge:R:1 method="wB97M-V/def2-TZVPD" total_energy_ha=-3275.15912 charge=-1
Pd 0.0116 2.8739 -0.2103 0.32
C -0.1766 1.5201 -1.7865 -1.18
Si -0.2890 -0.2075 -1.1114 1.69
C -1.0407 -0.3373 0.6240 -0.70
N -0.4981 0.5731 1.6145 -0.48
C -1.3660 0.7766 2.7787 -0.20
C -0.8934 0.0364 4.0395 -0.42
C -0.2939 -1.3169 3.6628 -0.40
C 0.9459 -1.1166 2.7725 -0.43
C 0.8577 0.2262 2.0324 -0.23
C -1.3685 -1.3484 -2.1834 -0.47
C -2.6356 -1.8054 -1.8179 -0.21
C -3.3734 -2.6410 -2.6485 -0.21
C -2.8593 -3.0383 -3.8740 -0.23
C -1.6019 -2.5930 -4.2622 -0.24
C -0.8719 -1.7640 -3.4232 -0.13
C 1.3654 -1.1177 -1.0788 -0.50
C 1.4153 -2.4612 -0.6951 -0.14
C 2.6229 -3.1331 -0.5883 -0.25
C 3.8153 -2.4727 -0.8679 -0.22
C 3.7869 -1.1456 -1.2687 -0.20
C 2.5696 -0.4820 -1.3784 -0.19
H -1.1234 1.7505 -2.2863 0.24
H 0.5992 1.5390 -2.5601 0.22
H -1.0346 -1.3966 0.9417 0.18
H -2.0881 -0.0706 0.4928 0.24
H -2.3748 0.4502 2.5163 0.20
H -1.4494 1.8487 3.0102 0.17
H -1.7311 -0.0760 4.7328 0.20
H -0.1335 0.6261 4.5617 0.19
H -1.0517 -1.8941 3.1255 0.19
H -0.0384 -1.8926 4.5553 0.20
H 1.0378 -1.9353 2.0556 0.21
H 1.8576 -1.1290 3.3760 0.20
H 1.5156 0.2358 1.1633 0.23
H 1.2175 1.0246 2.6895 0.19
H -3.0673 -1.5011 -0.8719 0.21
H -4.3546 -2.9801 -2.3383 0.20
H -3.4328 -3.6892 -4.5227 0.20
H -1.1912 -2.8950 -5.2183 0.20
H 0.1140 -1.4344 -3.7358 0.20
H 0.4920 -2.9923 -0.4810 0.20
H 2.6404 -4.1734 -0.2848 0.20
H 4.7601 -2.9946 -0.7767 0.20
H 4.7073 -0.6193 -1.4877 0.21
H 2.5670 0.5549 -1.6949 0.22
F -2.5182 4.0664 0.8073 -0.42
C -2.1479 3.0876 -0.1265 0.63
F -2.9939 2.0403 0.1932 -0.40
F -2.6562 3.5641 -1.3101 -0.39
N 0.1168 4.2213 1.5427 -1.02
H -0.4816 3.7780 2.2294 0.39
H -0.3047 5.1115 1.3060 0.40
H 1.0401 4.3749 1.9242 0.39
Cl 2.6890 3.4287 -2.8395 -0.46
Si 2.1576 3.2879 -0.8015 0.94
Cl 2.6172 5.3040 -0.1510 -0.50
Cl 3.9219 2.3533 -0.0663 -0.47


Sequential largest force on an atom output: 0.82; 2.17; 4.51; 2.31; 1.24; 0.57 eV/Å